{
  "formula": "C60H120O15",
  "method": "wB97M-V/def2-TZVPD",
  "species": ["C", "C", "C", "O", "C", "H", "H", "H", "H", "H", "H", "H", "H", "C", "C", "C", "O", "C", "H", "H", "H", "H", "H", "H", "H", "H", "C", "C", "C", "O", "C", "H", "H", "H", "H", "H", "H", "H", "H", "C", "C", "C", "O", "C", "H", "H", "H", "H", "H", "H", "H", "H", "C", "C", "C", "O", "C", "H", "H", "H", "H", "H", "H", "H", "H", "C", "C", "C", "O", "C", "H", "H", "H", "H", "H", "H", "H", "H", "C", "C", "C", "O", "C", "H", "H", "H", "H", "H", "H", "H", "H", "C", "C", "C", "O", "C", "H", "H", "H", "H", "H", "H", "H", "H", "C", "C", "C", "O", "C", "H", "H", "H", "H", "H", "H", "H", "H", "C", "C", "C", "O", "C", "H", "H", "H", "H", "H", "H", "H", "H", "C", "C", "C", "O", "C", "H", "H", "H", "H", "H", "H", "H", "H", "C", "C", "C", "O", "C", "H", "H", "H", "H", "H", "H", "H", "H", "C", "C", "C", "O", "C", "H", "H", "H", "H", "H", "H", "H", "H", "C", "C", "C", "O", "C", "H", "H", "H", "H", "H", "H", "H", "H", "C", "C", "C", "O", "C", "H", "H", "H", "H", "H", "H", "H", "H"],
  "positions_angstrom": [[-5.846, -3.647, -2.703], [-4.482, -3.853, -2.123], [-3.769, -2.676, -2.718], [-4.820, -1.677, -2.856], [-6.120, -2.184, -2.677], [-6.580, -4.093, -2.032], [-5.957, -4.068, -3.702], [-4.064, -4.815, -2.423], [-4.548, -3.817, -1.036], [-3.359, -3.003, -3.674], [-2.978, -2.344, -2.047], [-6.810, -1.844, -3.449], [-6.407, -1.844, -1.682], [7.536, 0.019, 1.692], [6.449, 0.488, 0.733], [5.316, 0.933, 1.698], [5.656, 0.534, 3.033], [7.081, 0.575, 3.037], [8.539, 0.414, 1.528], [7.687, -1.054, 1.805], [6.063, -0.358, 0.164], [6.811, 1.264, 0.059], [4.343, 0.505, 1.458], [5.172, 2.013, 1.689], [7.447, 0.043, 3.915], [7.443, 1.592, 3.188], [1.966, 3.028, 3.621], [2.177, 4.385, 2.894], [2.270, 3.963, 1.435], [2.167, 2.502, 1.421], [1.421, 2.132, 2.587], [1.294, 3.181, 4.465], [2.935, 2.641, 3.936], [3.058, 4.927, 3.238], [1.312, 5.042, 2.989], [3.165, 4.384, 0.976], [1.450, 4.330, 0.819], [1.661, 1.070, 2.629], [0.360, 2.351, 2.469], [3.127, -1.039, 4.564], [1.983, -1.851, 5.154], [1.450, -2.600, 3.924], [2.546, -2.649, 3.040], [3.711, -2.011, 3.541], [3.793, -0.662, 5.340], [2.706, -0.147, 4.100], [1.279, -1.190, 5.659], [2.493, -2.535, 5.832], [0.658, -2.029, 3.440], [1.020, -3.580, 4.131], [4.290, -1.515, 2.762], [4.321, -2.794, 3.991], [-0.743, 5.527, -2.025], [-0.424, 4.029, -1.872], [1.043, 3.980, -2.480], [1.528, 5.270, -2.426], [0.635, 6.146, -1.787], [-1.514, 5.872, -1.337], [-0.993, 5.720, -3.069], [-1.150, 3.462, -2.453], [-0.473, 3.655, -0.849], [1.035, 3.716, -3.537], [1.615, 3.306, -1.843], [0.785, 7.128, -2.237], [0.811, 6.333, -0.727], [4.541, -5.702, 0.000], [3.817, -4.408, 0.298], [4.792, -3.378, -0.241], [6.033, -3.941, 0.188], [6.048, -5.321, 0.048], [4.245, -6.026, -0.998], [4.279, -6.463, 0.735], [3.741, -4.229, 1.370], [2.854, -4.422, -0.212], [4.570, -2.358, 0.071], [4.759, -3.365, -1.330], [6.579, -5.745, 0.900], [6.600, -5.569, -0.859], [-6.684, -1.015, 1.862], [-5.861, -2.290, 1.739], [-4.474, -1.805, 1.364], [-4.388, -0.561, 2.132], [-5.688, -0.034, 2.443], [-7.529, -1.145, 2.539], [-7.099, -0.754, 0.889], [-6.239, -2.991, 0.995], [-5.841, -2.864, 2.665], [-4.373, -1.590, 0.300], [-3.673, -2.457, 1.713], [-5.846, 0.913, 1.927], [-5.806, -0.014, 3.527], [-0.934, -4.047, 1.796], [0.281, -4.979, 1.793], [0.034, -6.055, 0.806], [-0.802, -5.362, -0.138], [-1.348, -4.079, 0.341], [-0.761, -3.048, 2.195], [-1.701, -4.504, 2.421], [0.431, -5.406, 2.784], [1.185, -4.420, 1.550], [-0.508, -6.915, 1.199], [0.964, -6.422, 0.373], [-2.438, -4.075, 0.304], [-0.837, -3.295, -0.216], [-0.187, -3.914, -4.198], [-0.499, -2.458, -4.270], [0.902, -1.855, -4.522], [1.772, -2.767, -3.845], [1.035, -3.852, -3.352], [-0.036, -4.406, -5.159], [-1.002, -4.451, -3.711], [-0.866, -2.057, -3.326], [-1.176, -2.231, -5.093], [1.013, -0.827, -4.179], [1.160, -1.851, -5.581], [0.872, -3.830, -2.275], [1.625, -4.763, -3.459], [4.412, 0.156, -3.600], [5.126, 1.338, -2.950], [4.349, 1.498, -1.681], [4.003, 0.150, -1.322], [4.239, -0.768, -2.396], [4.918, -0.394, -4.394], [3.397, 0.385, -3.925], [5.105, 2.255, -3.538], [6.157, 1.161, -2.641], [3.402, 1.995, -1.891], [4.800, 2.104, -0.896], [3.416, -1.474, -2.510], [5.115, -1.378, -2.175], [-2.306, 4.386, 1.561], [-3.366, 3.504, 2.261], [-3.836, 4.384, 3.358], [-2.602, 4.965, 3.784], [-1.655, 5.129, 2.753], [-2.820, 5.090, 0.907], [-1.545, 3.904, 0.948], [-2.973, 2.566, 2.654], [-4.157, 3.155, 1.597], [-4.295, 3.752, 4.118], [-4.624, 5.080, 3.073], [-0.759, 4.543, 2.956], [-1.462, 6.169, 2.492], [-0.661, 2.993, -6.722], [-1.471, 2.947, -5.444], [-1.229, 1.522, -4.874], [0.040, 1.187, -5.486], [0.592, 2.250, -6.259], [-0.446, 4.006, -7.062], [-1.157, 2.413, -7.500], [-2.496, 3.249, -5.662], [-1.219, 3.719, -4.718], [-2.066, 0.943, -5.265], [-1.133, 1.647, -3.795], [1.210, 1.902, -7.086], [1.234, 2.894, -5.658], [-2.127, 0.107, 6.253], [-2.116, -0.390, 4.829], [-1.055, 0.394, 4.160], [-0.890, 1.544, 5.056], [-1.760, 1.569, 6.148], [-1.302, -0.380, 6.773], [-3.097, -0.022, 6.733], [-3.085, -0.102, 4.421], [-2.008, -1.469, 4.723], [-1.438, 0.607, 3.162], [-0.100, -0.116, 4.036], [-2.585, 2.256, 5.958], [-1.171, 1.954, 6.980], [-4.254, 1.718, -2.785], [-4.609, 3.172, -2.936], [-4.933, 3.576, -1.478], [-5.480, 2.410, -0.903], [-4.844, 1.321, -1.443], [-3.180, 1.548, -2.857], [-4.660, 1.204, -3.656], [-5.420, 3.367, -3.638], [-3.799, 3.776, -3.344], [-5.604, 4.434, -1.451], [-4.070, 3.912, -0.904], [-5.630, 0.572, -1.551], [-4.069, 0.916, -0.793], [0.759, -0.614, -1.137], [-0.613, 0.017, -1.038], [-0.936, 0.024, 0.496], [0.101, -0.767, 1.098], [1.295, -0.800, 0.289], [1.444, 0.063, -1.647], [0.882, -1.578, -1.630], [-1.356, -0.573, -1.575], [-0.610, 1.032, -1.435], [-1.902, -0.425, 0.726], [-0.949, 1.012, 0.956], [1.806, -1.756, 0.403], [2.024, -0.016, 0.494]],
  "e_tot_ha": -3486.41502,
  "de_lowest_kcal_mol": 44.5,
  "largest_force_ev_per_a": 3.11,
  "orbital_gap_ev": 9.7,
  "lumo_ev": 0.6150
}